# 1
ORCA calculation (ωB97M-V with the def2-TZVPD basis set) on a cluster of 3 separate species, C13H31IO6P2S in total.

Calculated values
Net charge: 0
SMILES: CC[PH2](C[C@@H](C)I)[PH2]=S.CCOC(=O)OC.CCOC(=O)OC

Each line ends with the natural charge from an NBO analysis.
Positions of all 54 atoms, in Å:
C -3.01716 -0.05058 3.11226  -0.60
C -3.67563 -1.07192 2.16100  -0.72
P -3.07591 -2.79700 2.37296  0.86
C -1.36579 -2.63791 1.52049  -0.81
C -0.90853 -1.33744 0.87896  -0.21
C -0.10145 -0.44984 1.81541  -0.66
I 0.49333 -1.88291 -0.76102  -0.01
P -4.96725 -3.34314 3.52923  0.40
S -4.83095 -2.59174 5.34866  -0.66
H -3.78646 0.51223 3.61612  0.24
H -2.39116 -0.52168 3.85453  0.22
H -2.43613 0.65849 2.53803  0.21
H -3.67596 -0.73412 1.13512  0.25
H -4.72359 -1.07060 2.43263  0.24
H -3.44260 -3.78490 1.40560  -0.03
H -2.43573 -3.12193 3.60074  0.00
H -0.60008 -2.91129 2.24136  0.22
H -1.32122 -3.41921 0.77663  0.24
H -1.64733 -0.78987 0.31500  0.21
H -0.44563 -0.56623 2.83544  0.22
H -0.13542 0.58637 1.50938  0.22
H 0.92491 -0.78193 1.81768  0.23
H -6.14256 -2.96177 2.84093  -0.03
H -5.05853 -4.75166 3.62784  -0.02
C 1.12682 0.55225 -4.46939  -0.64
C -0.18927 -0.06895 -4.05319  -0.08
O -1.31165 0.74997 -4.42757  -0.50
C -1.65249 0.70620 -5.71415  0.98
O -1.13850 0.02926 -6.56684  -0.65
O -2.68855 1.53061 -5.89524  -0.50
C -3.13077 1.63115 -7.25074  -0.26
H 1.21305 1.56314 -4.06794  0.21
H 1.95871 -0.04560 -4.09600  0.22
H 1.20951 0.61564 -5.55331  0.23
H -0.23522 -0.14714 -2.96842  0.20
H -0.30747 -1.07172 -4.46367  0.19
H -3.35131 0.64969 -7.66363  0.20
H -2.37734 2.13015 -7.85795  0.19
H -4.03663 2.23000 -7.23490  0.19
C 3.60054 0.51671 0.47583  -0.64
C 3.27819 1.88578 1.03350  -0.07
O 3.92072 2.12087 2.29596  -0.50
C 5.21982 2.41357 2.23268  0.98
O 5.87566 2.53186 1.23017  -0.65
O 5.66600 2.57851 3.47995  -0.49
C 7.06764 2.84415 3.57440  -0.26
H 3.35640 -0.25858 1.20372  0.21
H 3.02861 0.33421 -0.43337  0.22
H 4.65983 0.42556 0.24035  0.23
H 2.21189 1.96364 1.23943  0.19
H 3.53969 2.67746 0.33189  0.20
H 7.34628 3.69504 2.95745  0.20
H 7.63916 1.96595 3.27871  0.19
H 7.26752 3.07119 4.61731  0.20

# 2
ORCA calculation (ωB97M-V with the def2-TZVPD basis set) on a structure of composition C13H31KN7O2PS.

Calculated values
Net charge: 0
Energy relative to the best compared isomer or geometry (same formula, charge and spin), eV: 1.156

Each line ends with the natural charge from an NBO analysis.
Positions of all 56 atoms, in Å:
K 1.10216 -0.95832 1.18224  0.91
O 4.36238 0.08815 -1.09316  -0.99
S 4.77028 -0.12655 0.32659  1.16
N 4.23852 -0.31069 1.69623  -1.09
C -2.52301 -5.93693 0.62110  -0.42
C -2.53348 -4.62317 1.40133  -0.20
N -1.45799 -3.75770 0.96674  -0.62
C -0.79806 -3.79835 -0.24601  0.61
N 0.16920 -2.94293 -0.43370  -0.67
C 0.75771 -2.82391 -1.74643  -0.23
C 0.75822 -4.13191 -2.55192  -0.43
C -0.58523 -4.79244 -2.50392  -0.20
N -1.14258 -4.79899 -1.11230  -0.44
C -2.37706 -5.60365 -0.85700  -0.20
H -3.44552 -6.46915 0.81792  0.23
H -1.67226 -6.55492 0.96685  0.22
H -2.44194 -4.76070 2.48682  0.20
H -3.52250 -4.11169 1.25344  0.17
H -1.26109 -2.96350 1.56043  0.39
H 1.76762 -2.41265 -1.59723  0.22
H 0.19075 -2.06883 -2.34142  0.17
H 1.50739 -4.79999 -2.07202  0.21
H 1.05273 -3.93038 -3.58606  0.23
H -0.54879 -5.86246 -2.80385  0.20
H -1.30769 -4.32000 -3.20152  0.18
H -2.21201 -6.51482 -1.44248  0.21
H -3.26199 -5.08250 -1.24250  0.19
C 1.94412 2.78243 2.46347  -0.43
N 1.62431 3.38051 1.15429  -0.83
C 2.83259 3.45384 0.28874  -0.41
P 0.19319 2.87018 0.49226  2.45
O -0.03806 1.38561 0.48601  -1.18
N -0.83194 3.66276 1.49686  -0.83
C -0.46835 4.98241 2.06198  -0.41
C -2.17674 3.15397 1.80668  -0.40
N 0.06773 3.53586 -1.02574  -0.83
C -0.05596 2.73397 -2.26736  -0.40
C 0.15095 5.01892 -1.18531  -0.41
H 2.57129 1.86493 2.34175  0.23
H 1.04878 2.56721 3.04723  0.21
H 2.54268 3.51966 3.05400  0.20
H 3.57127 2.73472 0.65758  0.22
H 3.24672 4.46585 0.40687  0.19
H 2.56778 3.27088 -0.75570  0.22
H 0.55624 5.24944 1.79790  0.23
H -0.56553 4.95270 3.16814  0.19
H -1.10692 5.78313 1.65481  0.18
H -2.33298 2.17946 1.34661  0.23
H -2.95939 3.89355 1.53583  0.19
H -2.21466 3.04346 2.89180  0.18
H 0.01079 1.66582 -1.96081  0.24
H 0.74622 3.00917 -2.99238  0.19
H -1.03620 2.92698 -2.75023  0.18
H 0.46237 5.55575 -0.26386  0.21
H -0.83458 5.42968 -1.46023  0.19
H 0.89850 5.29610 -1.93934  0.20

# 3
ORCA calculation (ωB97M-V with the def2-TZVPD basis set) on a structure of composition C13H32F3MgO21S2.

Calculated values
Net charge: +1

Each line ends with the Mulliken charge.
Positions of all 72 atoms, in Å:
Mg 0.86807 -2.88123 2.35192  0.96
C 0.95314 1.19977 0.74456  0.40
F 1.46780 2.00852 1.66797  -0.15
F 0.48952 1.89921 -0.27644  -0.17
F 1.96272 0.41292 0.29406  -0.27
S -0.32943 -0.01399 1.39675  1.22
O -1.01729 0.64442 2.47306  -0.78
O -1.11801 -0.35372 0.24366  -0.25
O 0.49895 -1.17220 1.83450  -0.35
O 0.26677 -3.32360 -1.87739  -0.61
S -0.82102 -3.46313 -2.82173  0.95
O -0.66619 -3.13675 -4.21022  -0.60
O -1.36428 -4.97742 -2.63907  -0.16
C -1.66983 -5.73963 -3.81829  -0.18
C -2.36102 -6.99861 -3.31960  -1.22
C -2.25764 -2.54662 -2.15409  -0.63
H -0.80979 -6.03005 -4.42093  0.30
H -2.38163 -5.17598 -4.42230  0.35
H -2.36608 -7.83359 -4.01512  0.36
H -3.38027 -6.75374 -3.01314  0.31
H -1.90138 -7.35192 -2.39305  0.29
H -2.54375 -2.80283 -1.13429  0.34
H -3.11275 -2.68179 -2.80716  0.46
H -1.86372 -1.53427 -2.06667  -0.03
O -0.12827 -3.01383 3.97274  -0.31
H 0.03138 -3.60196 4.72366  0.26
H -0.99481 -2.57602 4.16379  0.33
O -0.67050 -3.58555 1.12566  -0.54
H -1.52907 -4.02270 1.07524  0.29
H -0.40459 -3.44331 0.19230  0.26
O -1.69621 -0.95343 4.58225  -0.63
H -2.10978 -0.71956 5.42168  0.30
H -1.59110 -0.10898 4.10292  0.36
O 2.66053 -2.32296 3.20407  -0.46
H 3.21371 -1.55765 2.99050  0.31
H 2.84857 -2.51447 4.13459  0.27
O -3.78487 -0.71488 -0.12011  -0.69
H -2.82660 -0.50126 -0.13378  0.42
H -4.03932 -0.64569 0.80539  0.30
O 2.05428 -3.26165 0.64390  -0.55
H 2.08058 -3.93056 -0.05891  0.24
H 2.97982 -3.14096 0.90236  0.27
C 3.24765 5.34331 1.70807  -0.33
C 3.35552 4.53887 0.40321  0.41
O 2.65073 5.37976 -0.48754  -0.36
C 1.96473 6.34645 0.13001  0.70
O 1.10294 6.97088 -0.40802  -0.53
O 2.24691 6.33475 1.45407  -0.33
H 4.15249 5.82610 2.07705  0.25
H 2.83654 4.75883 2.53301  0.25
H 2.83355 3.59513 0.55158  -0.41
H 4.36817 4.35163 0.05768  0.34
C 2.08700 0.42320 -3.90969  -0.43
C 1.28664 -0.46189 -2.96800  0.25
O -0.03839 0.00956 -3.14199  -0.02
C -0.04101 1.19854 -3.77954  0.52
O -1.01843 1.84113 -3.94485  -0.53
O 1.19463 1.50099 -4.21020  -0.36
H 2.23492 -0.12655 -4.83911  0.29
H 2.96062 0.85500 -3.43023  0.32
H 1.64739 -0.42817 -1.93842  -0.16
H 1.32789 -1.50099 -3.28647  0.18
C -1.07122 4.37983 1.54634  -0.11
C -1.93125 5.66977 1.33945  -0.32
O -1.65027 6.44795 2.51171  -0.34
C -0.74470 5.83467 3.29133  0.66
O -0.35365 6.20714 4.34977  -0.56
O -0.34151 4.70465 2.71556  -0.35
H -0.52181 4.07236 0.66388  0.13
H -1.72836 3.59905 1.94169  0.24
H -3.00273 5.48699 1.37233  0.29
H -1.69161 6.06276 0.35207  0.28

# 4
ORCA calculation (ωB97M-V with the def2-TZVPD basis set) on a cluster of 3 separate species, C13H32F3NO6P in total.

Calculated values
Net charge: +1

Each line ends with the natural charge from an NBO analysis.
Positions of all 56 atoms, in Å:
N 1.64020 -3.11852 -2.56416  -1.14
P 0.48189 -2.03323 -2.95030  1.11
C -0.67365 -2.80167 -4.22708  0.79
F -1.38661 -3.69321 -3.55287  -0.29
F -0.01922 -3.36443 -5.21622  -0.28
F -1.44860 -1.82560 -4.68440  -0.29
H 1.80105 -3.85496 -3.24062  0.44
H 2.52635 -2.74123 -2.25276  0.44
H -0.33767 -1.73156 -1.84173  0.13
H 0.95014 -0.83110 -3.49450  0.02
C -4.52902 -2.41513 -2.91599  -0.25
O -4.36779 -2.02682 -1.57015  -0.54
C -3.46511 -2.91555 -0.93785  -0.10
C -2.54527 -2.19278 0.01464  -0.09
O -1.53026 -1.45505 -0.70149  -0.59
C -1.94081 -0.21289 -1.27815  -0.09
C -2.14582 0.90751 -0.28032  -0.09
O -3.36713 0.73846 0.39363  -0.54
C -3.39644 1.39986 1.64516  -0.25
H -4.96510 -3.40931 -3.05042  0.18
H -5.13274 -1.67401 -3.43424  0.21
H -3.50934 -2.40143 -3.31409  0.14
H -2.81525 -3.37509 -1.69402  0.16
H -4.01258 -3.71987 -0.43380  0.20
H -2.00508 -2.94789 0.58798  0.20
H -3.08818 -1.55499 0.70996  0.23
H -2.83853 -0.33422 -1.88824  0.22
H -1.10893 0.08928 -1.92854  0.16
H -2.14481 1.86204 -0.82636  0.18
H -1.31130 0.92175 0.43205  0.17
H -2.59762 1.03777 2.30147  0.17
H -4.36003 1.18449 2.09959  0.21
H -3.29102 2.48316 1.52874  0.18
C 1.86004 -0.63543 0.40835  -0.23
O 2.52429 0.54831 0.74698  -0.53
C 1.84669 1.70962 0.30389  -0.09
C 2.23427 2.92262 1.12336  -0.09
O 1.60663 2.97349 2.39288  -0.54
C 2.15141 2.15530 3.42363  -0.09
C 3.40735 2.71567 4.05366  -0.09
O 4.51965 2.52578 3.20104  -0.55
C 5.56409 3.43963 3.45714  -0.25
H 1.78635 -0.75478 -0.68837  0.10
H 2.44222 -1.46215 0.81179  0.21
H 0.84723 -0.67500 0.82409  0.18
H 0.76151 1.56567 0.37875  0.16
H 2.09804 1.89989 -0.75139  0.16
H 1.86621 3.80079 0.58807  0.19
H 3.32014 2.99854 1.20353  0.21
H 2.32646 1.13585 3.07437  0.19
H 1.38247 2.12701 4.19782  0.19
H 3.57895 2.20004 5.00885  0.17
H 3.26367 3.78307 4.26219  0.18
H 5.22420 4.47426 3.33737  0.17
H 6.35567 3.23913 2.73818  0.19
H 5.96670 3.31890 4.46889  0.17

# 5
ORCA calculation (ωB97M-V with the def2-TZVPD basis set) on a structure of composition C13H32N4O6SSi4V.

Calculated values
Net charge: -2
Energy relative to the best compared isomer or geometry (same formula, charge and spin), eV: 0.119
Multiplicity: 2
Expectation value of S²: 0.765

Each line ends with the Löwdin spin population.
Positions of all 61 atoms, in Å:
V -0.05033 0.08935 2.23572  0.97
O 2.83596 1.29332 4.74592  0.00
S 2.11071 0.39865 3.90917  0.00
O 3.00125 -0.88740 3.76369  0.00
O 0.78078 -0.06591 4.36610  0.01
O 1.84604 0.88573 2.51000  0.01
N 1.15189 -2.54488 2.46563  -0.01
C 0.05647 -3.02911 3.31305  0.00
C -1.35558 -2.53837 2.95629  0.01
O -2.31363 -3.24300 3.25020  0.01
O -1.42112 -1.37016 2.41549  0.02
H 2.46027 -1.60850 3.31429  0.00
H 0.86871 -1.66914 1.96605  0.00
H 1.26726 -3.14110 1.65053  0.00
H 0.23043 -2.69473 4.33895  0.00
H 0.05795 -4.11859 3.31030  0.00
N -1.12477 1.77936 2.27866  0.00
C -1.68158 2.80507 2.33022  -0.01
N -2.38405 3.87895 2.43477  0.00
C -2.38083 4.82814 1.52309  0.00
N -2.45864 5.73101 0.79639  0.00
C 0.70153 3.52893 -0.43165  0.00
Si 1.20295 1.87712 -1.18289  0.00
C 1.15762 2.11769 -3.06086  0.00
C 3.02966 1.64485 -0.75688  0.00
Si -0.08175 0.15864 -0.27466  0.01
Si -2.18434 0.32517 -1.28577  0.00
C -3.27358 -1.09896 -0.69300  0.00
C -2.25947 0.24935 -3.17842  0.00
C -3.08669 1.90880 -0.81478  0.00
Si 0.81599 -1.73446 -1.30068  0.00
C -0.19429 -3.26916 -0.81036  0.00
C 2.58528 -2.02175 -0.65487  0.00
C 1.01041 -1.88536 -3.18113  0.00
H 1.41252 4.31281 -0.71644  0.00
H 0.68480 3.46595 0.65831  0.00
H -0.29568 3.84359 -0.74912  0.00
H 1.80580 2.96294 -3.32372  0.00
H 0.15266 2.34113 -3.42054  0.00
H 1.51254 1.23445 -3.59593  0.00
H 3.57461 2.57364 -0.96091  0.00
H 3.47747 0.84666 -1.35613  0.00
H 3.16183 1.38786 0.29536  0.00
H -3.01231 -2.03114 -1.20112  0.00
H -4.32788 -0.88205 -0.89930  0.00
H -3.15255 -1.26756 0.37908  0.00
H -1.86717 -0.69292 -3.56731  0.00
H -1.70218 1.05864 -3.65097  0.00
H -3.30872 0.33229 -3.48796  0.00
H -3.16102 2.02110 0.26619  0.00
H -4.10240 1.88526 -1.22594  0.00
H -2.58428 2.80087 -1.19790  0.00
H -0.70350 -3.15154 0.14853  0.00
H 0.43703 -4.16472 -0.77210  0.00
H -0.97466 -3.44790 -1.55673  0.00
H 2.75013 -1.59463 0.33533  0.00
H 3.30376 -1.54139 -1.32494  0.00
H 2.82709 -3.09072 -0.62067  0.00
H 0.05296 -1.81367 -3.70069  0.00
H 1.45488 -2.85991 -3.41846  0.00
H 1.66378 -1.10862 -3.58454  0.00

# 6
ORCA calculation (ωB97M-V with the def2-TZVPD basis set) on a structure of composition C13H33AlBeBrF8ILiMgNO12P2.

Calculated values
Net charge: 0

Each line ends with the Mulliken charge.
Positions of all 75 atoms, in Å:
C 0.62097 -1.18167 -2.14529  -0.51
C 1.98200 -0.44025 -2.37027  -0.19
O 2.17377 0.33626 -1.21102  -0.43
P 3.75868 0.93440 -0.99785  -0.08
O 3.75534 1.65690 -2.55217  -0.53
I 6.07554 2.12594 -0.70942  0.38
C 3.80138 0.30023 0.79441  -0.87
C 4.59769 -1.00569 1.06990  -0.13
O 5.98943 -0.90945 0.91023  -0.56
C 4.08253 -2.27475 0.32504  0.83
F 2.76672 -2.30110 0.11091  0.08
F 4.32458 -3.32535 1.16072  -0.35
F 4.77633 -2.56131 -0.78153  -0.28
H 0.42414 -1.91249 -2.96581  0.72
H -0.17865 -0.35020 -2.22901  -0.18
H 0.50247 -1.59612 -1.13537  -0.08
H 2.72738 -1.23945 -2.52638  0.23
H 1.82049 0.16097 -3.28402  0.54
H 4.39722 -0.24347 -1.53249  0.19
H 3.18465 2.15217 -0.49632  -0.07
H 4.63290 1.71352 -2.95433  0.36
H 4.29211 1.08266 1.40666  0.51
H 2.79163 0.19974 1.23006  0.23
H 4.44414 -1.23422 2.13891  0.43
H 6.23695 -0.81943 -0.01886  0.38
Mg -1.43182 -0.53440 -3.65809  1.20
C -3.48521 -1.56854 4.86197  -0.85
O -2.31453 -0.85863 4.57944  -0.33
P -1.17667 -1.80637 3.63185  0.62
O -0.41206 -2.32397 4.84015  -0.67
O -0.53272 -0.44943 2.99945  -0.28
C -0.57394 0.77248 3.70839  -0.68
O -0.39293 -2.74113 2.45006  -0.33
C 1.02057 -2.62930 2.32533  -0.48
H -4.15976 -0.94227 5.44088  0.25
H -3.97758 -1.84011 3.90930  0.14
H -3.24494 -2.47823 5.43729  0.45
H -0.31229 0.64345 4.75236  0.37
H -1.57039 1.21652 3.61663  0.16
H 0.14168 1.45702 3.25411  0.30
H 1.51557 -2.76310 3.28820  0.38
H 1.29805 -1.66976 1.89136  0.06
H 1.35486 -3.41732 1.65307  0.30
C -0.75989 2.81944 6.81790  -0.46
O 0.11732 2.54869 5.74734  -0.42
H -1.57989 2.09882 6.77396  0.11
H -0.24587 2.71700 7.77804  0.32
H -1.16040 3.84378 6.72223  0.27
H 0.84486 3.17884 5.78497  0.27
Br 7.29654 4.36072 0.42714  -0.13
C 2.37221 -3.73876 -3.50441  0.76
O 3.57245 -3.63084 -3.79732  -0.65
O 2.15566 -4.35352 -2.27911  -0.47
O 1.36081 -3.37117 -4.13805  -0.71
H 3.09926 -4.49023 -2.08568  0.30
Be -2.98617 3.25162 5.62624  0.40
F 0.51810 -1.07884 -8.51727  -0.41
Al 1.00756 0.43160 -7.85574  0.60
F 1.30766 0.22375 -6.14056  -0.33
F -0.27662 1.57413 -8.03347  -0.43
F 2.41901 1.00205 -8.64668  -0.40
Li -3.53660 -3.55956 3.34928  0.88
C -6.56507 0.92928 -4.43498  -1.25
C -5.52205 1.47262 -3.49559  0.73
O -4.33918 1.12604 -3.56105  -0.63
N -5.91096 2.36294 -2.56535  -0.17
C -7.24352 2.89349 -2.33036  -0.82
H -6.09798 0.22902 -5.12202  0.26
H -7.33900 0.40234 -3.87587  0.38
H -7.00855 1.73859 -5.01511  0.36
H -5.15862 2.68316 -1.97384  0.23
H -7.21324 3.97745 -2.44197  0.30
H -7.54117 2.65288 -1.30929  0.29
H -7.97004 2.48193 -3.02238  0.33
F -3.34290 5.88800 4.90057  -0.76

It is found that the max |F| values, taken in the order of the records, are 1.43 3.29 2.76 1.25 1.37 6.27 eV/Å.
It is found that the E values, taken in the order of the records, are -2343.88571 -2387.22822 -3390.60933 -1661.27545 -3685.40460 -6290.67178 a.u..